{"formula": "C2H5BO3", "method": "ωB97M-V/def2-TZVPD", "gap_ha": 0.277, "species": ["B", "C", "C", "O", "O", "O", "H", "H", "H", "H", "H"], "xyz": [[-0.4036, -0.4929, 1.1288], [1.1282, 0.5114, -0.6308], [0.1895, 0.8347, -1.7636], [2.2712, 0.6807, -0.3866], [-0.1856, -0.1489, 2.3807], [-1.2353, -1.4786, 0.7108], [0.0606, -0.1225, -2.2547], [-0.5551, 1.3761, -1.2875], [0.6574, 1.6168, -2.4082], [-0.1720, -0.7257, 3.1978], [-1.7553, -2.0512, 1.3133]]}



{"formula": "C32H30Cl5CoN8O4", "method": "ωB97M-V/def2-TZVPD", "gap_ha": [0.232, 0.232], "multiplicity": 2, "s2": 0.756, "charge": -1, "species": ["Co", "C", "C", "C", "C", "C", "C", "C", "N", "C", "C", "C", "C", "C", "C", "C", "N", "C", "C", "C", "C", "H", "H", "H", "H", "H", "H", "H", "H", "H", "H", "H", "H", "H", "H", "H", "H", "H", "H", "H", "H", "H", "H", "H", "H", "O", "C", "O", "C", "C", "C", "N", "C", "C", "C", "O", "O", "H", "H", "H", "N", "N", "N", "C", "N", "N", "H", "H", "H", "Cl", "C", "C", "C", "Cl", "C", "Cl", "C", "Cl", "C", "Cl"], "xyz": [[-0.1709, 0.1357, 0.1490], [-4.2235, -5.4006, -0.8545], [-4.2402, -4.5898, 0.4498], [-4.0364, -5.5556, 1.6197], [-5.6074, -3.9055, 0.6072], [-3.1700, -3.5111, 0.4078], [-2.2178, -3.3413, 1.4129], [-1.3426, -2.2774, 1.3450], [-1.3278, -1.3853, 0.3621], [-2.2101, -1.5527, -0.6476], [-3.1287, -2.5964, -0.6263], [-2.1834, -0.5102, -1.6562], [-3.0354, -0.4606, -2.7530], [-3.0479, 0.6207, -3.6137], [-2.1079, 1.6180, -3.3565], [-1.2845, 1.5073, -2.2529], [-1.3287, 0.5000, -1.3911], [-4.0958, 0.7332, -4.7097], [-3.8584, 1.9486, -5.6097], [-5.4673, 0.8865, -4.0310], [-4.0957, -0.5270, -5.5853], [-4.9702, -6.1947, -0.8058], [-3.2434, -5.8538, -1.0126], [-4.4526, -4.7736, -1.7169], [-4.8108, -6.3232, 1.5955], [-4.1052, -5.0406, 2.5792], [-3.0659, -6.0513, 1.5550], [-6.3984, -4.6560, 0.6638], [-5.8173, -3.2495, -0.2390], [-5.6356, -3.3009, 1.5153], [-2.1434, -4.0148, 2.2528], [-0.6301, -2.1354, 2.1433], [-3.8439, -2.6593, -1.4359], [-3.7209, -1.2845, -2.9047], [-1.9936, 2.4810, -3.9936], [-0.5732, 2.2962, -2.0544], [-3.9215, 2.8795, -5.0444], [-4.6231, 1.9801, -6.3868], [-2.8823, 1.8963, -6.0951], [-5.4823, 1.7743, -3.3966], [-5.6943, 0.0212, -3.4063], [-6.2517, 0.9852, -4.7842], [-3.1107, -0.6911, -6.0254], [-4.8205, -0.4170, -6.3936], [-4.3657, -1.4151, -5.0116], [5.0169, 3.6601, -2.8311], [4.2315, 4.1594, -2.0127], [4.1311, 5.2967, -1.5188], [3.1229, 3.1520, -1.4866], [2.0399, 3.6417, -0.7675], [1.0755, 2.7655, -0.3127], [1.1468, 1.4425, -0.5196], [2.1625, 0.9758, -1.2598], [3.1702, 1.7918, -1.7514], [2.0971, -0.5224, -1.6366], [3.0309, -0.9922, -2.2818], [1.0505, -1.1067, -1.2161], [1.9698, 4.7006, -0.5616], [0.2053, 3.1262, 0.2191], [3.9539, 1.3535, -2.3508], [2.2385, -1.0207, 4.7215], [2.0501, -0.9970, 3.3614], [2.9474, -1.4405, 2.5086], [2.3336, -1.2217, 1.3565], [1.1382, -0.6447, 1.5441], [0.9620, -0.5331, 2.8390], [3.2316, -1.0348, 4.9007], [1.7991, -0.1982, 5.1157], [2.7475, -1.4807, 0.3973], [1.3382, 2.5136, 2.5513], [-0.4027, 2.4040, 2.6747], [-1.1405, 1.6050, 1.7836], [-2.5251, 1.7401, 1.9829], [-3.6721, 0.8430, 1.0327], [-3.1177, 2.5685, 2.9427], [-4.8375, 2.6957, 3.0836], [-2.3228, 3.3038, 3.8068], [-3.0359, 4.3123, 5.0097], [-0.9462, 3.2134, 3.6742], [0.0498, 4.1188, 4.7590]]}



{"formula": "C33H42BeBrN4O3Si", "method": "ωB97M-V/def2-TZVPD", "gap_ha": [0.175, 0.244], "multiplicity": 2, "s2": 0.771, "species": ["Be", "O", "C", "O", "C", "C", "C", "N", "C", "C", "C", "C", "C", "C", "C", "N", "C", "C", "C", "C", "C", "N", "H", "H", "H", "H", "H", "H", "H", "H", "H", "H", "C", "C", "C", "C", "Si", "Br", "C", "C", "C", "C", "C", "C", "C", "C", "H", "H", "H", "H", "H", "H", "H", "H", "H", "H", "H", "H", "H", "H", "H", "H", "H", "H", "H", "H", "H", "H", "H", "H", "H", "H", "H", "O", "N", "C", "C", "C", "C", "C", "H", "H", "H", "H", "H"], "xyz": [[1.1114, 1.0145, 1.7927], [1.6102, 7.2998, 0.2570], [0.6468, 6.8115, 0.8802], [-0.3316, 7.3582, 1.4232], [0.6948, 5.2844, 1.0241], [1.7810, 4.5552, 0.4714], [1.8462, 3.2121, 0.6909], [0.9120, 2.5844, 1.4469], [-0.2160, 3.2206, 1.8512], [-0.3192, 4.6039, 1.6671], [-1.1281, 2.2637, 2.3920], [-2.4129, 2.5134, 2.9137], [-3.1620, 1.4729, 3.3805], [-2.6396, 0.1542, 3.3356], [-1.3875, -0.0306, 2.8225], [-0.6204, 0.9796, 2.3577], [2.7924, 2.2087, 0.1898], [3.8676, 2.4397, -0.6650], [4.6415, 1.3756, -1.0657], [4.3486, 0.0918, -0.6017], [3.2800, -0.0663, 0.2469], [2.5090, 0.9613, 0.6331], [2.5092, 5.1125, -0.1043], [-1.1639, 5.1900, 2.0082], [-2.7879, 3.5283, 2.9291], [-4.1536, 1.6529, 3.7752], [-3.2079, -0.6929, 3.6917], [-0.9468, -1.0202, 2.7724], [4.0687, 3.4470, -1.0025], [5.4760, 1.5348, -1.7362], [4.9390, -0.7656, -0.8904], [3.0133, -1.0379, 0.6426], [-3.2188, -2.3853, -0.4356], [-2.2987, -3.2676, -1.2967], [-3.1437, -3.8680, -2.4368], [-1.8302, -4.4124, -0.3854], [-0.8105, -2.3142, -2.0123], [-0.0574, -1.0458, -0.2839], [-1.2724, -1.0289, -3.3433], [-0.2157, 0.0771, -3.5094], [-1.4616, -1.7269, -4.7048], [-2.5836, -0.3106, -2.9867], [0.6762, -3.4190, -2.4835], [1.7494, -2.6020, -3.2206], [1.3846, -4.0348, -1.2653], [0.2243, -4.5672, -3.4062], [-4.0350, -3.0137, -0.0631], [-3.6660, -1.5576, -0.9802], [-2.6965, -1.9706, 0.4282], [-3.9416, -4.4813, -2.0044], [-2.5704, -4.5096, -3.1065], [-3.6235, -3.0979, -3.0404], [-2.7113, -4.8653, 0.0810], [-1.1771, -4.0600, 0.4158], [-1.3122, -5.2019, -0.9283], [0.7681, -0.2928, -3.7891], [-0.1066, 0.6714, -2.6024], [-0.5534, 0.7484, -4.3058], [-0.5328, -2.1454, -5.0906], [-1.8108, -0.9904, -5.4361], [-2.2026, -2.5272, -4.6743], [-2.5353, 0.1732, -2.0092], [-3.4488, -0.9723, -3.0037], [-2.7595, 0.4720, -3.7316], [2.0941, -1.7505, -2.6290], [1.4170, -2.2327, -4.1892], [2.6130, -3.2514, -3.4006], [1.7927, -3.2670, -0.6060], [2.2207, -4.6401, -1.6323], [0.7490, -4.6838, -0.6688], [-0.2922, -4.2181, -4.3010], [-0.4292, -5.2742, -2.8963], [1.1060, -5.1259, -3.7383], [1.9098, 0.6311, 3.2430], [1.5974, 1.5555, 4.1618], [2.1643, 2.7703, 4.0787], [1.7958, 3.7620, 4.9630], [0.8548, 3.4792, 5.9395], [0.3227, 2.2050, 6.0275], [0.7079, 1.2463, 5.1122], [2.8781, 2.8922, 3.2802], [2.2363, 4.7424, 4.8572], [0.5403, 4.2512, 6.6284], [-0.4074, 1.9409, 6.7781], [0.3318, 0.2367, 5.0731]]}



How do the records compare in relative energy (zero: lowest compared OMol25 entry of this formula, charge and spin)? In the order shown, they have 100.1, 8.2, 0.0 kcal per mole.